119
Properties=species:S:1:pos:R:3:forces:R:3 method="wB97M-V/def2-TZVPD" gap_ev=4.4 max_force_ev_per_a=3.92 de_lowest_kj_mol=459.9 energy_ev=-151316.2900
Bi 1.5944 -0.1135 -0.3563 -2.25 0.69 1.22
C -4.9994 -2.8878 3.5867 0.24 -1.00 -0.41
C -5.1752 -1.9728 2.3364 -0.38 0.52 1.91
C -6.6154 -2.2648 1.7958 0.97 2.49 -1.47
P -3.5724 -2.0723 1.4055 -0.84 -0.15 -1.34
C -4.1734 -2.9800 -0.1400 1.83 0.59 0.14
C -4.9540 -4.2560 0.1599 -1.91 1.90 -1.40
C -4.7840 -2.1479 -1.2510 0.08 -1.00 -0.62
C -3.2530 -0.2903 0.8886 2.26 1.08 -0.34
C -4.2073 0.6610 0.6373 -2.15 0.60 0.19
C -4.0634 2.0814 0.5818 2.56 -1.86 -0.89
C -2.7205 2.4816 0.4905 -1.48 0.64 0.91
C -1.6768 1.5945 0.7150 0.98 0.91 -0.22
C -1.8639 0.2490 0.8770 -2.66 -1.62 0.96
N -0.8376 -0.6474 1.0418 1.66 -0.58 -0.04
C -0.7187 -1.3767 2.1817 0.26 -0.51 -0.12
C -1.4898 -1.1659 3.3769 0.00 0.13 -0.50
C -1.2264 -1.8934 4.5350 0.67 0.38 -0.87
C -0.2376 -2.8687 4.5251 1.72 -1.01 -1.49
C 0.4952 -3.1940 3.3135 -1.85 1.01 1.11
C 0.2271 -2.4785 2.1324 -0.71 1.46 1.82
P 1.0676 -2.6627 0.5951 1.09 -0.14 0.55
C 0.1452 -3.9676 -0.3466 0.35 0.30 -0.92
C -0.7827 -3.3464 -1.4512 1.84 0.03 0.06
C -0.5585 -4.8512 0.7007 -0.14 0.12 -0.43
C 2.6411 -3.5101 1.1091 -1.00 -0.62 -0.04
C 3.3335 -4.1818 -0.0969 1.10 2.11 -0.79
C 3.4203 -2.5474 2.0084 1.23 -0.51 0.72
H -5.8141 -2.6891 4.3040 0.04 -0.65 -0.38
H -4.0781 -2.8063 4.1635 0.23 0.71 -0.25
H -4.8914 -3.9625 3.2242 -0.87 1.04 0.62
H -5.1636 -0.9280 2.7298 -0.18 -0.55 -0.31
H -7.3568 -1.8793 2.4711 -0.19 0.44 0.62
H -6.8372 -3.2983 1.7254 0.00 -0.87 -0.40
H -6.7831 -1.6758 0.8188 0.10 -1.29 1.29
H -3.2060 -3.3376 -0.5381 -0.28 0.23 0.07
H -4.8420 -4.8516 -0.7427 0.11 -0.71 0.31
H -6.0444 -3.9374 0.1493 1.30 -0.89 0.29
H -4.6687 -4.7062 1.0839 0.11 -0.67 0.44
H -5.7725 -1.7554 -1.0084 0.06 -0.07 -0.19
H -4.8141 -2.8448 -2.1079 -0.66 0.28 0.02
H -4.1419 -1.3591 -1.6134 0.20 0.49 0.32
H -5.1994 0.2586 0.4553 -0.35 0.17 0.39
H -4.8681 2.7756 0.4592 -0.39 0.01 -0.13
H -2.4925 3.5348 0.3571 0.16 -0.08 -0.02
H -0.6657 2.0496 0.7528 -0.63 -0.57 -0.06
H -2.3290 -0.4658 3.2157 0.66 -0.20 0.83
H -1.6469 -1.7275 5.5185 -0.63 0.34 -0.30
H 0.0022 -3.3463 5.4755 0.04 -0.18 -0.43
H 1.1728 -4.0308 3.2620 0.17 -0.03 0.45
H 0.9466 -4.4895 -0.9237 -0.61 -0.02 0.72
H -1.1568 -2.3946 -1.1341 -0.50 0.57 0.25
H -1.6019 -3.9815 -1.7381 -0.19 -0.41 -0.10
H -0.1248 -3.1488 -2.3326 -0.66 -0.16 0.44
H -1.1481 -4.2178 1.3678 -0.21 -0.16 -0.23
H 0.1121 -5.4268 1.3717 -0.25 0.16 -0.69
H -1.2357 -5.4866 0.1202 0.14 -0.33 0.41
H 2.2774 -4.3645 1.7039 0.18 0.41 0.11
H 4.4309 -3.9892 -0.0205 -0.65 -0.59 0.00
H 3.0698 -3.7140 -1.0978 0.08 -0.46 1.08
H 3.1034 -5.2286 -0.1405 0.11 -0.48 -0.07
H 3.9279 -1.7671 1.4264 -0.18 0.01 0.06
H 4.2335 -3.0576 2.6079 -0.74 0.24 -0.85
H 2.7933 -2.0861 2.7886 0.04 -0.07 -0.59
N 0.5915 4.1788 -0.3830 0.05 0.64 0.98
C 0.7162 5.0460 -1.3983 0.76 -3.09 -0.03
C 1.1429 6.3677 -1.2301 -0.63 1.12 0.15
C 1.4737 7.1774 -2.2730 0.66 0.21 -1.55
C 1.5569 6.6176 -3.5969 -0.75 -1.07 1.18
C 1.0861 5.2936 -3.7998 0.05 0.65 0.68
C 0.6040 4.4867 -2.7371 0.26 2.59 -0.87
C -0.1674 3.3109 -3.0579 -0.19 -0.95 1.93
C -0.8370 3.1345 -4.2667 1.79 1.17 -0.97
C -1.4444 1.9425 -4.5266 -0.89 -0.11 -1.34
C -1.5694 0.9510 -3.5706 0.28 -0.19 -0.62
C -1.0291 1.1592 -2.3186 -0.56 -1.68 -0.03
C -0.3476 2.3148 -2.0356 -0.21 0.51 -0.53
H -0.0848 2.5835 -1.0137 0.48 -0.07 -0.55
H 0.7555 4.6572 0.5040 -0.10 0.24 -0.09
H 1.0292 6.7351 -0.2221 0.27 0.30 0.20
H 1.7280 8.2573 -2.1425 -0.18 -1.06 0.04
H 1.9040 7.2305 -4.3927 0.18 0.26 -0.65
H 1.0494 4.8198 -4.7932 0.22 0.63 0.28
H -0.6730 3.8836 -5.1058 -0.62 -0.96 1.26
H -1.8270 1.8784 -5.5503 -0.19 -0.58 0.41
H -1.9930 -0.0054 -3.8180 -0.35 -0.19 -0.10
H -1.1625 0.2863 -1.6265 0.20 1.24 -0.21
C 3.3755 0.7784 4.1649 0.52 -0.11 0.87
Si 3.4593 1.8043 2.5946 0.08 0.43 -0.63
C 5.2605 1.9133 1.9261 -1.66 1.85 -2.15
C 3.0525 3.6390 2.8486 -0.07 -0.80 2.59
C 2.0420 1.3408 1.4492 -0.44 -2.05 0.40
H 2.8725 -0.2033 4.1215 0.08 0.47 -0.27
H 2.8809 1.3519 4.9839 0.33 -0.34 -0.56
H 4.4209 0.5695 4.4938 -0.64 0.16 -0.04
H 5.6786 1.0418 1.4354 0.47 -0.16 0.53
H 5.7736 2.4214 2.7112 1.04 -0.46 0.89
H 5.3214 2.7796 1.1365 -0.50 -1.60 1.07
H 3.6444 4.0451 3.7292 -0.61 -0.19 -1.13
H 1.9849 3.8149 3.0472 0.25 -0.18 0.15
H 3.2565 4.1517 1.9567 0.59 0.90 -1.23
H 1.7291 2.2593 0.9907 -0.44 0.54 -0.70
H 1.1997 0.9810 2.1089 0.70 0.43 -0.52
C 3.0656 -0.8156 -4.6912 -0.81 -2.19 0.83
N 3.0972 0.4656 -4.0366 1.84 1.83 2.74
C 3.0869 1.6802 -4.6710 -0.93 -0.20 -0.78
C 3.3000 2.7010 -3.8141 1.58 -0.41 0.68
N 3.7342 2.1051 -2.6150 -2.17 -2.32 -2.29
C 4.4045 2.8514 -1.5917 -0.72 0.65 1.12
C 3.5315 0.7111 -2.7249 0.25 1.92 -1.62
Se 3.9742 -0.6269 -1.5092 1.08 -0.23 0.01
H 2.1810 -1.4180 -4.2812 1.19 0.82 -0.63
H 3.9882 -1.4266 -4.4782 -0.84 0.83 -0.21
H 2.9297 -0.7116 -5.7714 0.06 0.25 0.32
H 2.9513 1.6281 -5.7260 -0.43 0.58 -0.44
H 3.3956 3.7853 -3.9505 -0.28 -0.71 0.00
H 5.0738 3.5935 -2.0722 -0.51 -0.42 0.45
H 4.9538 2.1099 -1.0571 0.77 -0.23 0.61
H 3.6767 3.3171 -0.8597 0.66 -0.24 -1.02